Entry from OMol25: a structure of composition C19H24N4O3Zn (ωB97M-V/def2-TZVPD).

The value obtained for the lowest unoccupied orbital energy is 0.115 eV. As for the gap between HOMO and LUMO: 7.4 eV.

Geometry as ORCA input:
```
! wB97M-V def2-TZVPD RIJCOSX def2/J DEFGRID3
* xyz 0 1
Zn -0.363 0.173 -0.174
C -0.756 4.233 2.684
O -2.058 3.878 2.156
C -2.090 3.910 0.806
C -2.987 4.893 0.257
C -3.056 4.988 -1.174
C -2.361 4.047 -1.936
C -1.592 2.984 -1.402
C -1.040 2.092 -2.341
N -0.501 0.929 -2.029
N 0.190 0.277 -2.999
C 0.996 -0.644 -2.491
O 1.009 -0.993 -1.226
C 1.949 -1.320 -3.389
C 2.365 -2.549 -2.886
C 3.186 -3.348 -3.684
C 3.420 -3.027 -5.004
C 2.824 -1.883 -5.576
C 2.128 -1.040 -4.768
C -1.446 2.877 0.048
O -0.953 1.834 0.727
H -0.904 4.244 3.784
H -0.461 5.265 2.389
H -0.015 3.481 2.338
H -3.591 5.499 0.917
H -3.547 5.794 -1.716
H -2.347 4.125 -3.050
H -1.022 2.324 -3.412
H 2.155 -2.886 -1.885
H 3.742 -4.175 -3.262
H 4.057 -3.651 -5.659
H 2.967 -1.756 -6.611
H 1.742 -0.106 -5.165
C 0.022 -3.682 2.823
C 0.092 -2.236 3.292
C 1.257 -1.984 4.303
C -1.239 -1.737 3.927
N 0.374 -1.435 2.118
N -0.706 -1.426 1.153
H -0.036 -4.277 3.747
H 0.916 -3.910 2.231
H -0.938 -3.826 2.270
H 1.133 -2.660 5.112
H 1.258 -0.932 4.598
H 2.212 -2.246 3.808
H -1.559 -2.237 4.880
H -2.153 -1.878 3.317
H -1.114 -0.635 4.166
H 1.198 -1.830 1.676
H -1.588 -1.253 1.687
H -0.769 -2.284 0.623
*
```



Entry from OMol25: a cluster of 2 separate species, C5H12O in total (ωB97M-V/def2-TZVPD).

The value obtained for the lowest unoccupied orbital energy (alpha / beta) is 1.104 / 0.979 eV. As for the gap between HOMO and LUMO (alpha / beta): 8.3 / 8.0 eV.

Geometry as ORCA input:
```
! wB97M-V def2-TZVPD RIJCOSX def2/J DEFGRID3
* xyz 0 1
C -1.731 1.166 -0.352
C 0.082 -0.402 2.163
O 0.816 -0.604 1.102
C 0.617 -1.382 0.091
C -0.414 1.812 -0.768
C 1.626 -1.382 -1.001
H -2.364 0.955 -1.221
H -2.297 1.820 0.320
H -1.558 0.220 0.174
H 0.502 0.278 2.886
H -0.811 -0.999 2.310
H -0.271 -2.011 0.107
H 0.124 1.190 -1.492
H 0.241 1.954 0.099
H -0.580 2.791 -1.231
H 2.102 -2.365 -1.130
H 2.409 -0.653 -0.771
H 1.187 -1.108 -1.971
*
```



Entry from OMol25: a structure of composition C6H12IrN2OP (ωB97M-V/def2-TZVPD).

Its expectation value of S² is 6.0379. The value obtained for the lowest unoccupied orbital energy (alpha / beta) is 0.486 / -1.106 eV. As for the gap between HOMO and LUMO (alpha / beta): 3.2 / 5.8 eV.

Geometry as ORCA input:
```
! wB97M-V def2-TZVPD RIJCOSX def2/J DEFGRID3
* xyz 0 5
C -0.851 -0.469 -0.897
C -0.798 -1.721 -1.860
C -1.026 -2.904 -1.110
C -1.156 -2.514 0.306
C -1.175 -1.075 0.338
Ir 0.313 1.372 0.410
P -0.663 3.381 0.344
H -1.402 0.353 -1.383
H -0.533 -1.688 -2.911
H -0.829 -3.995 -1.429
H -1.640 -0.481 1.164
H -1.124 -3.150 1.157
H -1.665 3.371 1.426
H -1.197 3.590 -1.003
H 0.547 4.152 0.654
N 3.387 0.030 2.336
C 3.149 0.711 1.175
N 4.089 0.757 0.207
O 2.114 1.478 1.117
H 4.186 -0.478 2.434
H 2.572 -0.002 2.985
H 3.762 1.243 -0.676
H 4.888 0.250 0.268
*
```



Entry from OMol25: the ion C5H6N4 with charge +2 (ωB97M-V/def2-TZVPD).

The value obtained for the lowest unoccupied orbital energy is -10.106 eV. As for the gap between HOMO and LUMO: 8.4 eV.

Geometry as ORCA input:
```
! wB97M-V def2-TZVPD RIJCOSX def2/J DEFGRID3
* xyz 2 1
C -0.726 2.788 -1.903
C 1.670 -0.971 -0.119
C 0.660 0.937 -1.115
C -0.493 -0.388 0.551
C 1.712 0.124 -0.980
N 0.592 -1.225 0.606
N 0.060 1.876 -1.611
N -1.451 3.619 -2.257
N -1.502 -0.683 1.321
H 2.527 -1.626 -0.032
H -1.518 -1.494 1.942
H 0.608 -2.044 1.222
H 2.609 0.341 -1.559
H -1.968 4.452 -2.484
H -2.329 -0.096 1.350
*
```



Entry from OMol25: a structure of composition C18H24AsF10HgN3O5 (ωB97M-V/def2-TZVPD).

The value obtained for the lowest unoccupied orbital energy is 4.544 eV. As for the gap between HOMO and LUMO: 7.4 eV.

Geometry as ORCA input:
```
! wB97M-V def2-TZVPD RIJCOSX def2/J DEFGRID3
* xyz -2 1
Hg 0.655 -0.345 -0.160
O -2.058 -0.510 -0.762
C -2.435 0.735 -1.336
C -1.367 1.313 -2.251
N -0.078 1.527 -1.593
C -0.124 2.651 -0.648
C 1.060 2.684 0.324
O 1.549 3.777 0.594
O 1.407 1.549 0.813
C 1.023 1.703 -2.571
C 2.295 0.812 -2.509
O 3.160 1.131 -3.327
O 2.340 -0.157 -1.686
H -1.690 -1.101 -1.432
H -2.637 1.383 -0.486
H -3.362 0.653 -1.914
H -1.754 2.242 -2.695
H -1.189 0.607 -3.063
H -1.018 2.571 -0.026
H -0.150 3.605 -1.181
H 1.389 2.730 -2.531
H 0.636 1.543 -3.578
C 1.213 0.427 3.919
C 0.202 -0.607 3.454
N 0.615 -1.420 2.294
C 1.945 -2.018 2.417
C 2.114 -3.035 3.546
C -0.441 -2.385 1.994
C -0.152 -3.285 0.807
N 0.153 -2.549 -0.416
C 0.628 -3.207 -1.482
C 0.598 -2.563 -2.756
F -0.092 -1.402 -2.861
C 1.154 -3.078 -3.891
F 1.090 -2.355 -5.026
C 1.732 -4.337 -3.922
C 1.660 -5.045 -2.742
F 2.150 -6.306 -2.702
C 1.111 -4.540 -1.582
F 1.057 -5.394 -0.525
H 1.558 1.036 3.083
H 2.075 -0.026 4.421
H 0.716 1.090 4.631
H -0.716 -0.109 3.168
H -0.054 -1.273 4.294
H 2.652 -1.200 2.550
H 2.195 -2.481 1.460
H 1.854 -2.604 4.517
H 3.158 -3.360 3.591
H 1.494 -3.920 3.389
H -1.347 -1.806 1.795
H -0.644 -3.024 2.868
H -1.062 -3.881 0.662
H 0.646 -3.979 1.081
H 2.202 -4.735 -4.809
F -2.360 0.941 1.870
As -3.273 1.798 3.082
F -3.141 0.427 4.134
F -4.733 1.149 2.421
F -4.190 2.645 4.280
F -3.393 3.148 2.009
F -1.804 2.428 3.734
*
```



Entry from OMol25: a structure of composition C37H41Cl3Ge3N2O4W (ωB97M-V/def2-TZVPD).

Its expectation value of S² is 3.8091. The value obtained for the lowest unoccupied orbital energy (alpha / beta) is -4.666 / -5.812 eV. As for the gap between HOMO and LUMO (alpha / beta): 6.2 / 5.0 eV.

Geometry as ORCA input:
```
! wB97M-V def2-TZVPD RIJCOSX def2/J DEFGRID3
* xyz 1 4
W 1.097 0.235 0.500
C 0.098 -4.228 -1.561
C 0.771 -3.061 -2.193
N 1.057 -1.895 -1.648
C 1.779 -1.201 -2.589
C 1.920 -1.957 -3.721
N 1.269 -3.125 -3.453
C 2.532 -1.816 -5.076
O 3.248 -0.737 -5.315
O 2.342 -2.689 -5.884
C 2.423 0.096 -2.310
O 3.204 0.602 -3.107
O 2.154 0.665 -1.170
H -0.346 -3.944 -0.613
H 0.819 -5.025 -1.374
H -0.684 -4.625 -2.208
H 1.192 -3.872 -4.130
H 3.303 -0.172 -4.497
C -3.006 1.350 2.061
C -1.808 2.244 2.354
Ge -0.049 1.411 2.595
C 0.888 2.583 3.847
C 1.952 2.009 4.780
C -0.564 -0.085 3.893
C -0.967 -1.321 3.472
Ge -0.309 -1.819 1.581
C 0.741 -3.437 1.914
C 0.088 -4.748 2.350
C -1.881 -2.003 0.396
C -2.929 -3.112 0.424
C -1.838 -2.097 4.353
C -2.174 -1.665 5.660
C -3.014 -2.400 6.465
C -3.548 -3.598 5.998
C -3.228 -4.055 4.730
C -2.386 -3.313 3.924
H -3.935 1.923 2.074
H -3.119 0.544 2.789
H -2.926 0.895 1.072
H -1.968 2.773 3.297
H -1.697 2.999 1.577
H 0.073 2.985 4.456
H 1.292 3.415 3.269
H 1.641 1.076 5.259
H 2.180 2.707 5.585
H 2.892 1.824 4.259
H -0.580 0.256 4.923
H 1.479 -3.155 2.676
H 1.323 -3.606 1.006
H -0.340 -4.694 3.348
H 0.836 -5.540 2.372
H -0.698 -5.076 1.670
H -1.415 -1.957 -0.591
H -2.385 -1.042 0.518
H -2.500 -4.116 0.431
H -3.554 -3.046 -0.469
H -3.605 -3.032 1.270
H -1.759 -0.753 6.058
H -3.249 -2.056 7.461
H -4.203 -4.179 6.633
H -3.631 -4.992 4.373
H -2.132 -3.688 2.950
Cl 3.142 -1.656 0.621
Ge 2.614 -0.586 2.623
Cl 3.388 1.282 1.573
Cl 0.871 2.713 0.403
C -0.632 0.461 -0.628
C -1.449 0.990 -1.387
C -2.291 1.752 -2.145
C -1.715 2.456 -3.282
C -0.346 2.789 -3.270
C 0.200 3.449 -4.352
C -0.597 3.762 -5.446
C -1.945 3.426 -5.472
C -2.510 2.781 -4.389
C -3.696 1.872 -1.773
C -4.357 0.774 -1.215
C -5.666 0.900 -0.794
C -6.307 2.130 -0.898
C -5.655 3.225 -1.447
C -4.352 3.098 -1.901
H 0.257 2.568 -2.402
H 1.247 3.714 -4.342
H -0.162 4.272 -6.294
H -2.549 3.666 -6.335
H -3.552 2.492 -4.409
H -3.841 -0.177 -1.148
H -6.187 0.046 -0.384
H -7.323 2.234 -0.545
H -6.161 4.176 -1.526
H -3.829 3.946 -2.320
*
```



Entry from OMol25: a cluster of 2 separate species, C2H3Cl2F in total (ωB97M-V/def2-TZVPD).

The value obtained for the lowest unoccupied orbital energy is -1.076 eV. Its SMILES is C=CF.ClCl. As for the gap between HOMO and LUMO: 9.0 eV.

Geometry as ORCA input:
```
! wB97M-V def2-TZVPD RIJCOSX def2/J DEFGRID3
* xyz 0 1
C -0.902 0.460 -0.119
C -2.045 -0.137 0.162
F -2.290 -1.414 -0.172
H -0.754 1.492 0.167
H -0.105 -0.062 -0.639
H -2.888 0.317 0.677
Cl 4.998 -1.186 0.025
Cl 3.987 0.530 -0.101
*
```



Entry from OMol25: a cluster of 2 separate species, C2H3FI2 in total (ωB97M-V/def2-TZVPD).

The value obtained for the lowest unoccupied orbital energy is 0.378 eV. Its SMILES is C=C(F)I.I. As for the gap between HOMO and LUMO: 9.9 eV.

Geometry as ORCA input:
```
! wB97M-V def2-TZVPD RIJCOSX def2/J DEFGRID3
* xyz 0 1
C 2.127 0.106 0.702
C 0.893 0.249 0.314
F 0.003 -0.737 0.124
I 0.133 2.018 -0.537
H 2.510 -0.881 0.984
H 2.842 0.871 0.486
I -4.250 -0.176 -0.487
H -4.258 -1.449 -1.586
*
```



Entry from OMol25: a structure of composition C28H29N7O5PbS2Si2 (ωB97M-V/def2-TZVPD).

The value obtained for the lowest unoccupied orbital energy (alpha / beta) is 3.095 / 2.056 eV. As for the gap between HOMO and LUMO (alpha / beta): 4.5 / 3.4 eV.

Geometry as ORCA input:
```
! wB97M-V def2-TZVPD RIJCOSX def2/J DEFGRID3
* xyz -2 1
Pb 3.475 -0.499 -1.770
O 5.780 -0.659 5.808
N 6.030 -1.291 4.742
O 6.950 -2.113 4.723
C 5.164 -1.136 3.638
C 3.832 -0.866 3.897
C 2.898 -0.852 2.824
C 1.533 -0.522 2.955
C 0.809 -0.028 1.889
C 1.406 -0.166 0.646
N 2.617 -0.601 0.444
C 3.350 -0.952 1.506
C 4.776 -1.108 1.242
N 5.190 -1.301 -0.042
C 6.457 -1.493 -0.325
C 7.411 -1.668 0.715
C 7.053 -1.521 2.025
C 5.676 -1.257 2.345
H 3.551 -0.726 4.976
H 1.201 -0.549 3.994
H -0.163 0.357 1.946
H 0.828 -0.078 -0.291
H 6.810 -1.522 -1.345
H 8.468 -1.840 0.535
H 7.722 -1.719 2.847
C -3.043 2.901 -2.264
Si -3.523 1.123 -1.871
C -2.180 0.152 -2.874
C -5.328 0.953 -2.397
C -3.416 0.361 -0.179
C -3.246 -1.053 -0.038
C -4.198 -1.975 -0.557
C -3.760 -3.235 -0.906
C -2.663 -3.797 -0.218
C -1.918 -2.878 0.557
N -2.240 -1.584 0.700
Si -3.976 1.349 1.201
C -2.944 2.843 1.365
C -3.951 0.692 3.012
C -5.855 1.902 1.171
H -3.050 3.081 -3.353
H -2.039 3.159 -1.891
H -3.682 3.713 -1.808
H -2.635 0.011 -3.829
H -2.039 -0.824 -2.359
H -1.254 0.745 -2.924
H -5.504 1.033 -3.458
H -5.991 1.702 -1.884
H -5.681 -0.068 -2.189
H -5.308 -1.697 -0.780
H -4.234 -3.772 -1.693
H -2.225 -4.774 -0.239
H -1.000 -3.174 1.039
H -3.175 3.514 2.244
H -2.691 3.357 0.501
H -2.000 2.506 1.808
H -2.948 0.283 3.466
H -4.724 -0.030 3.163
H -4.176 1.627 3.526
H -6.178 2.201 0.165
H -6.053 2.809 1.867
H -6.498 1.011 1.369
S 2.227 1.742 -5.653
C 1.396 2.350 -4.414
C 0.277 3.247 -4.595
N -0.671 3.921 -4.804
C 1.740 2.395 -2.995
S 3.288 2.366 -2.332
C 0.772 2.731 -2.001
N 0.005 2.849 -1.115
O 3.239 -2.706 -2.338
N 4.404 -2.954 -2.860
O 4.667 -4.063 -3.289
O 5.157 -1.932 -2.970
*
```



Entry from OMol25: a structure of composition C8H24F2O4Pb2 (ωB97M-V/def2-TZVPD).

Its expectation value of S² is 0.7525. The value obtained for the lowest unoccupied orbital energy (alpha / beta) is -5.407 / -5.221 eV. As for the gap between HOMO and LUMO (alpha / beta): 4.8 / 7.7 eV.

Geometry as ORCA input:
```
! wB97M-V def2-TZVPD RIJCOSX def2/J DEFGRID3
* xyz 1 2
Pb 13.569 18.140 7.089
Pb 9.957 19.223 6.906
F 11.316 16.963 6.801
F 11.928 19.255 8.612
C 13.238 14.027 4.326
C 13.988 14.433 5.627
O 13.753 15.808 5.890
H 13.802 14.442 3.492
H 12.209 14.383 4.377
H 13.133 12.943 4.273
H 15.048 14.178 5.621
H 13.600 13.914 6.503
H 12.814 15.910 6.060
C 9.362 14.012 8.085
C 9.840 13.728 6.630
O 9.859 14.869 5.818
H 9.272 13.125 8.712
H 8.381 14.487 8.104
H 10.032 14.689 8.615
H 9.314 12.859 6.236
H 10.843 13.301 6.641
H 10.502 15.444 6.238
C 9.769 16.916 2.004
C 10.826 17.383 3.021
O 11.073 18.752 2.856
H 10.043 17.305 1.023
H 8.791 17.326 2.254
H 9.689 15.835 1.887
H 11.745 16.798 2.985
H 10.366 17.261 4.002
H 11.556 19.197 3.556
C 6.281 16.630 6.406
C 7.221 17.447 5.441
O 8.486 17.458 6.035
H 6.643 15.609 6.524
H 5.261 16.538 6.034
H 6.257 17.120 7.380
H 6.986 18.510 5.398
H 7.246 17.019 4.439
H 8.882 16.587 5.955
*
```



Entry from OMol25: a structure of composition C25H18MoN5O3Se2 (ωB97M-V/def2-TZVPD).

The value obtained for the lowest unoccupied orbital energy (alpha / beta) is -12.094 / -12.102 eV. As for the gap between HOMO and LUMO (alpha / beta): 4.2 / 4.2 eV.

Geometry as ORCA input:
```
! wB97M-V def2-TZVPD RIJCOSX def2/J DEFGRID3
* xyz 3 1
Mo 0.276 -0.689 0.226
O -3.407 3.343 -0.378
C -3.891 2.264 -0.972
C -5.070 2.415 -1.706
C -5.630 1.331 -2.334
C -5.042 0.047 -2.263
C -3.892 -0.127 -1.559
C -3.280 0.974 -0.895
C -2.099 0.797 -0.151
O -1.486 -0.452 -0.202
N -1.468 1.664 0.579
N -0.356 1.108 1.148
C 0.030 1.706 2.258
C 1.026 1.238 3.133
C 1.407 1.986 4.265
C 2.374 1.494 5.106
C 2.985 0.252 4.842
C 2.632 -0.503 3.745
C 1.642 -0.014 2.895
O 1.293 -0.700 1.813
H -2.624 3.153 0.162
H -5.522 3.396 -1.752
H -6.546 1.462 -2.895
H -5.514 -0.788 -2.761
H -3.436 -1.105 -1.485
H -0.503 2.619 2.505
H 0.934 2.939 4.461
H 2.673 2.059 5.978
H 3.744 -0.117 5.518
H 3.096 -1.459 3.543
Se -0.448 -0.304 -3.344
Se 0.673 -2.308 -3.724
C 0.478 -3.055 -2.035
C 0.883 -4.444 -1.836
C 1.270 -4.810 -0.612
C 1.240 -3.789 0.519
C 0.055 -2.873 0.280
N 0.024 -2.380 -1.008
C 1.019 0.655 -2.549
C 1.737 1.529 -3.345
C 2.773 2.274 -2.797
C 3.063 2.121 -1.451
C 2.310 1.243 -0.706
N 1.296 0.518 -1.231
H 0.947 -5.112 -2.686
H 1.675 -5.794 -0.411
H 1.247 -4.252 1.502
H -0.904 -3.079 0.757
H 1.480 1.619 -4.391
H 3.341 2.958 -3.415
H 3.863 2.672 -0.975
H 2.530 1.094 0.344
N 2.395 -2.909 0.352
C 2.711 -1.867 -0.063
*
```